(1)
Entry from the Open Molecules 2025 dataset: a 16-piece molecular cluster, C26H85BrN2O18P overall in a non-equilibrium geometry (ωB97M-V/def2-TZVPD).

Its charge is -1. As for the HOMO-LUMO gap: 6.45 eV.

CARTESIAN COORDINATES (ANGSTROEM)
C -2.195 -1.791 1.130
C -2.954 -1.067 0.074
O -4.113 -1.357 -0.232
O -2.347 -0.027 -0.551
C -1.405 -0.478 -1.569
C -0.737 0.688 -2.226
C 0.220 1.553 -1.353
C 0.633 0.993 0.009
P 1.887 -0.471 -0.080
Br 3.238 -2.527 -0.191
C 2.325 -0.302 1.837
C 1.175 -0.709 2.653
N 0.920 -1.888 3.066
C 3.379 0.626 -0.551
C 4.320 0.308 -1.716
O 5.481 -0.435 -1.328
C 3.719 -0.335 -2.946
N 4.791 -0.652 -3.909
H -1.703 -1.109 1.811
H -1.438 -2.428 0.690
H -2.875 -2.424 1.682
H -1.998 -0.986 -2.332
H -0.702 -1.212 -1.191
H -1.497 1.323 -2.667
H -0.167 0.289 -3.054
H -0.271 2.509 -1.207
H 1.118 1.750 -1.934
H 1.132 1.797 0.550
H -0.211 0.696 0.618
H 1.523 -0.675 -1.466
H 0.830 -1.390 0.296
H 3.162 -0.953 2.052
H 2.545 0.732 2.077
H 0.440 0.053 2.894
H 1.663 -2.516 2.753
H 3.998 0.720 0.338
H 2.995 1.625 -0.730
H 4.707 1.270 -2.062
H 5.366 -0.699 -0.417
H 3.082 -1.180 -2.718
H 3.093 0.413 -3.429
H 4.365 -0.707 -4.823
H 5.149 -1.574 -3.703
C -3.235 3.580 -3.441
O -1.835 3.741 -3.603
H -3.395 2.968 -2.556
H -3.734 4.544 -3.295
H -3.680 3.075 -4.306
H -1.675 4.274 -4.386
C -5.592 -2.496 -2.731
O -5.501 -2.729 -4.140
H -5.117 -1.547 -2.509
H -6.639 -2.456 -2.419
H -5.080 -3.290 -2.180
H -5.921 -3.570 -4.328
C -2.735 -5.759 -2.180
O -2.580 -4.539 -1.461
H -2.029 -6.475 -1.767
H -3.748 -6.158 -2.069
H -2.516 -5.622 -3.243
H -3.199 -3.907 -1.828
C 1.424 4.084 -6.052
O 0.111 4.578 -5.803
H 1.520 3.133 -5.536
H 1.585 3.929 -7.123
H 2.170 4.780 -5.667
H 0.026 5.421 -6.253
C -7.242 -4.122 0.607
O -6.584 -3.075 1.304
H -7.735 -4.756 1.341
H -7.993 -3.718 -0.079
H -6.515 -4.722 0.048
H -6.143 -2.525 0.646
C -0.887 -5.690 1.385
O 0.058 -5.480 0.339
H -0.379 -6.196 2.199
H -1.277 -4.737 1.750
H -1.715 -6.316 1.045
H -0.393 -5.026 -0.379
C 0.592 2.516 4.670
O 1.734 1.679 4.491
H 0.380 3.003 3.721
H -0.269 1.911 4.960
H 0.791 3.275 5.430
H 1.915 1.242 5.324
C -2.317 -1.469 -5.375
O -0.989 -1.087 -5.034
H -2.904 -0.560 -5.470
H -2.344 -2.009 -6.327
H -2.766 -2.093 -4.597
H -0.465 -1.885 -4.938
C -2.221 2.737 1.893
O -2.200 2.806 0.475
H -1.830 3.680 2.272
H -3.238 2.599 2.274
H -1.591 1.922 2.260
H -2.526 1.965 0.138
C 3.471 4.786 5.858
O 2.148 5.246 6.132
H 3.587 3.825 6.350
H 3.627 4.650 4.786
H 4.214 5.485 6.254
H 2.032 6.091 5.695
C -3.645 -8.264 2.602
O -2.268 -8.094 2.914
H -4.106 -7.280 2.626
H -3.775 -8.690 1.602
H -4.144 -8.906 3.334
H -1.850 -8.957 2.892
C 4.206 6.551 -6.852
O 2.897 7.071 -6.624
H 4.280 5.606 -6.321
H 4.379 6.372 -7.917
H 4.971 7.230 -6.470
H 2.829 7.905 -7.091
C -2.378 0.276 5.888
O -2.259 0.349 4.470
H -1.996 1.203 6.307
H -3.426 0.155 6.179
H -1.791 -0.560 6.278
H -2.588 -0.480 4.116
C 7.623 2.154 0.208
O 7.640 2.233 -1.210
H 8.115 3.043 0.598
H 6.594 2.119 0.576
H 8.160 1.265 0.553
H 7.194 1.444 -1.544
C 3.962 2.320 9.049
O 2.640 2.789 9.297
H 4.076 1.366 9.555
H 4.128 2.172 7.979
H 4.705 3.021 9.442
H 2.531 3.630 8.846

(2)
Entry from the Open Molecules 2025 dataset: C27H15Cl2F6IrN5O8S2 as an isolated structure in a non-equilibrium geometry (ωB97M-V/def2-TZVPD).

The spin multiplicity is 6. As for the expectation value of S²: 8.78. As for the HOMO-LUMO gap (spin up / spin down): 7.71 / 6.06 eV.

CARTESIAN COORDINATES (ANGSTROEM)
Ir 0.217 -0.267 -0.283
Cl 3.342 -4.391 4.551
C 2.218 -3.787 3.407
C 2.478 -2.590 2.799
C 1.565 -2.062 1.869
N 1.676 -0.864 1.250
C 2.741 -0.003 1.476
O 3.820 -0.278 1.947
C 2.383 1.411 1.130
C 3.261 2.458 1.317
C 2.797 3.740 1.069
C 1.483 3.922 0.664
C 0.677 2.814 0.481
N 1.131 1.584 0.712
C 0.356 -2.803 1.568
C 0.130 -4.053 2.214
C 1.037 -4.532 3.100
Cl 0.754 -6.053 3.853
N -0.424 -2.241 0.651
C -1.645 -2.770 0.260
O -2.283 -3.619 0.840
C -2.140 -2.183 -1.025
C -3.230 -2.736 -1.663
C -3.652 -2.175 -2.855
C -2.979 -1.072 -3.352
C -1.905 -0.573 -2.644
N -1.483 -1.129 -1.509
H 3.385 -2.057 3.027
H 4.266 2.248 1.651
H 3.453 4.591 1.195
H 1.083 4.909 0.478
H -0.350 2.889 0.151
H -0.764 -4.612 2.000
H -3.724 -3.581 -1.205
H -4.500 -2.587 -3.386
H -3.280 -0.591 -4.271
H -1.395 0.319 -2.972
O -3.372 0.494 -0.178
C -2.631 0.934 0.680
O -1.356 0.664 0.822
C -3.135 1.914 1.704
C -4.436 2.391 1.594
C -4.924 3.309 2.512
C -4.114 3.750 3.551
C -2.816 3.271 3.670
C -2.327 2.358 2.747
H -5.049 2.028 0.779
H -5.936 3.680 2.420
H -4.495 4.465 4.270
H -2.187 3.609 4.484
H -1.318 1.974 2.829
F -0.070 2.068 -4.408
C 0.838 1.107 -4.573
F 0.256 0.072 -5.164
F 1.818 1.570 -5.321
S 1.474 0.581 -2.875
O 1.024 -0.797 -2.649
O 0.776 1.496 -1.968
N 3.013 0.805 -2.834
S 3.898 -0.327 -3.604
O 3.186 -0.863 -4.729
O 5.236 0.138 -3.738
C 4.012 -1.734 -2.357
F 3.341 -2.787 -2.799
F 3.512 -1.381 -1.168
F 5.285 -2.064 -2.193

(3)
Entry from the Open Molecules 2025 dataset: C27H16IrN6O5S5 as an isolated structure in a non-equilibrium geometry (ωB97M-V/def2-TZVPD).

The spin multiplicity is 2. As for the expectation value of S²: 0.79. As for the HOMO-LUMO gap (spin up / spin down): 4.78 / 5.02 eV.

CARTESIAN COORDINATES (ANGSTROEM)
Ir 1.761 0.048 0.047
O 1.433 4.191 4.403
C 0.926 3.057 4.829
O 0.225 2.977 5.809
C 1.232 1.835 4.033
C 1.054 0.533 4.469
N 1.321 -0.274 3.431
N 1.663 0.424 2.348
C 1.614 1.707 2.680
C 1.943 2.727 1.615
O 2.305 3.851 1.970
O 1.815 2.323 0.435
H 1.885 4.135 3.498
H 0.768 0.188 5.443
H 1.331 -1.283 3.399
S 0.397 -2.705 -3.473
C 0.269 -3.625 -2.024
C 0.598 -2.909 -0.915
C 0.983 -1.575 -1.190
C 0.893 -1.310 -2.538
C 1.113 -0.009 -3.102
C 0.988 0.294 -4.459
C 1.172 1.599 -4.872
C 1.494 2.572 -3.935
C 1.623 2.191 -2.607
N 1.427 0.947 -2.214
H -0.033 -4.655 -2.079
H 0.569 -3.328 0.076
H 0.759 -0.493 -5.160
H 1.060 1.850 -5.916
H 1.658 3.596 -4.229
H 1.888 2.891 -1.826
O 8.618 -2.025 0.878
C 7.480 -1.718 0.721
S 6.113 -2.577 1.464
C 4.824 -1.595 0.788
C 5.216 -0.539 -0.021
S 4.204 0.583 -0.784
S 6.947 -0.351 -0.278
S 3.239 -2.043 1.167
N -8.926 -2.794 -0.568
C -7.884 -2.336 -0.435
C -6.604 -1.752 -0.283
C -6.489 -0.448 0.200
C -5.237 0.118 0.331
C -4.096 -0.597 -0.030
C -4.210 -1.906 -0.495
C -5.460 -2.479 -0.616
N -2.838 0.018 0.062
C -2.567 1.335 -0.211
C -1.229 1.497 -0.031
N -0.680 0.314 0.365
C -1.661 -0.557 0.401
H -7.375 0.112 0.462
H -5.133 1.113 0.735
H -3.324 -2.461 -0.767
H -5.561 -3.489 -0.985
H -3.319 2.023 -0.535
H -0.622 2.370 -0.158
H -1.559 -1.587 0.680

E_tot readings, ordered: -147500.182; -117928.930; -104450.653 eV